--- a ---
# C5H12N2

An isolated ion of composition C5H12N2 and charge +1 (ωB97M-V/def2-TZVPD, the OMol25 dataset).

The geometry in XYZ format:
```
19
C5H12N2, DFT ωB97M-V/def2-TZVPD
N 0.10182 2.13820 -0.12789
C 0.08222 0.70722 -0.06479
C 0.14610 0.14065 1.35635
C 0.46745 -1.30984 1.35161
C 1.57199 -1.90882 0.87820
C -1.10866 0.09276 -0.84819
N -0.99713 0.27075 -2.24787
H -0.72349 2.61291 0.25291
H 0.18045 2.49172 -1.07597
H 1.02981 0.50400 -0.57959
H -0.81436 0.33630 1.83807
H 0.81133 0.73273 1.98223
H -0.11816 -1.92194 2.03609
H 2.15074 -1.40489 0.11315
H 1.97591 -2.77989 1.36948
H -2.03139 0.48140 -0.43057
H -1.00184 -0.97490 -0.51991
H -0.04310 0.08688 -2.53795
H -1.67968 -0.29524 -2.74536
```

Output
Multiplicity = 2
Gap between HOMO and LUMO (alpha / beta) = 11.08 / 4.96 eV
E_LUMO (alpha / beta) = -0.103 / -0.314 hartree
<S²> = 0.76
Total charge = +1

---

--- b ---
# C5H12N2

An isolated ion of composition C5H12N2 and charge +1 (ωB97M-V/def2-TZVPD, the OMol25 dataset).

The geometry in XYZ format:
```
19
C5H12N2, DFT ωB97M-V/def2-TZVPD
C -1.03311 1.48540 1.03226
C 0.04308 1.57425 -0.01724
C -0.22085 0.73779 -1.31624
C -0.50842 -0.73324 -0.89486
N 0.11155 -1.36993 0.24578
C 1.43770 -1.55891 0.28324
N 2.07376 -1.91486 1.40683
H -1.17189 0.48604 1.44924
H -2.00000 1.72269 0.58191
H -0.80986 2.18122 1.82928
H 0.29510 2.61902 -0.34872
H 0.99434 1.22209 0.38737
H -1.07003 1.22589 -1.88611
H 0.58594 0.70060 -2.02941
H -0.22566 -1.40800 -1.75598
H -1.55958 -1.02536 -0.96069
H -0.34665 -1.94383 0.95379
H 1.91989 -1.26794 -0.65746
H 1.48470 -2.73291 1.69701
```

Output
Multiplicity = 2
Gap between HOMO and LUMO (alpha / beta) = 10.41 / 7.45 eV
E_LUMO (alpha / beta) = -0.179 / -0.289 hartree
<S²> = 0.77
Total charge = +1

---

Name the most stable of them. b.

---

--- a ---
# C34H33N2O5SV

C34H33N2O5SV as an isolated structure (ωB97M-V/def2-TZVPD, the OMol25 dataset).

The geometry in XYZ format:
```
76
C34H33N2O5SV, DFT ωB97M-V/def2-TZVPD
V 1.63467 0.60904 1.61845
O 3.04107 2.66741 -1.91692
C 2.81331 1.90429 -0.87500
O 2.39179 2.30172 0.20015
C 3.11950 0.45341 -1.08155
C 3.80411 -0.10134 -2.14105
C 4.03624 -1.47644 -2.10967
C 3.59207 -2.22833 -1.03415
C 2.91826 -1.57368 -0.00958
N 2.68052 -0.27618 -0.06192
C 2.37180 -2.20390 1.26313
O 2.09554 -3.41109 1.24759
O 2.18699 -1.39084 2.21406
H 2.65316 3.54433 -1.75203
H 4.14489 0.51720 -2.95937
H 4.57107 -1.95143 -2.92125
H 3.75944 -3.29433 -0.97050
C 1.83925 1.14456 4.22517
C 0.57255 1.34918 4.76770
C -0.08769 2.54741 4.55628
C 0.50634 3.55046 3.79528
C 1.76377 3.35755 3.24859
C 2.43630 2.15226 3.46699
H 2.36659 0.21617 4.40870
H 0.10608 0.56918 5.35514
H -1.07315 2.70117 4.97579
H -0.01658 4.48303 3.62977
H 2.23127 4.13558 2.66039
H 3.44991 2.02406 3.09577
O 0.11572 2.44980 -1.76636
S -0.18895 0.99537 -1.82593
C 0.20073 0.45174 -3.48949
C 0.13576 1.35006 -4.54345
C 0.46370 0.91315 -5.81694
C 0.85021 -0.40704 -6.02503
C 0.92350 -1.29361 -4.95999
C 0.60668 -0.86018 -3.67880
C -1.97494 0.85266 -1.92646
C -2.73223 2.00622 -1.85601
C -4.11722 1.90169 -1.88395
C -4.72120 0.65623 -1.97746
C -3.94443 -0.49499 -2.05000
C -2.56274 -0.39970 -2.02085
H -0.15819 2.37499 -4.35319
H 0.41632 1.60064 -6.65096
H 1.10063 -0.74239 -7.02275
H 1.23351 -2.31726 -5.12540
H 0.68301 -1.53520 -2.83158
H -2.23312 2.96299 -1.76674
H -4.72341 2.79653 -1.83079
H -5.80018 0.57883 -1.99743
H -4.41768 -1.46480 -2.13189
H -1.94859 -1.29083 -2.09240
C -1.26093 -4.27203 2.23286
N -0.48795 -3.06269 1.86760
C -0.77016 -2.67134 0.46253
C -0.67916 -1.93587 2.89997
C -1.28910 -0.67148 2.36264
C -2.66712 -0.50443 2.51556
C -3.29423 0.66011 2.09776
C -2.52325 1.66851 1.53709
C -1.15294 1.48929 1.38960
C -0.47786 0.31767 1.77441
H -1.08375 -5.05117 1.49492
H -2.31970 -4.02121 2.25856
H -0.93876 -4.61792 3.21150
H 0.52593 -3.30625 1.87603
H -1.83930 -2.51312 0.33984
H -0.41593 -3.47081 -0.18465
H -0.26023 -1.73681 0.24238
H 0.31213 -1.74789 3.29134
H -1.30301 -2.35448 3.68761
H -3.25565 -1.28554 2.98841
H -4.36243 0.78103 2.22199
H -2.98705 2.59382 1.21617
H -0.58554 2.30726 0.94383
```

Output
Multiplicity = 4
Gap between HOMO and LUMO (alpha / beta) = 6.57 / 7.74 eV
E_LUMO (alpha / beta) = -0.121 / -0.122 hartree
<S²> = 3.76
Total charge = +1

---

--- b ---
# C34H33N2O5SV

C34H33N2O5SV as an isolated structure (ωB97M-V/def2-TZVPD, the OMol25 dataset).

The geometry in XYZ format:
```
76
C34H33N2O5SV, DFT ωB97M-V/def2-TZVPD
V 0.26604 0.02376 0.19087
O -0.30313 -1.15313 -3.71418
C 0.17544 -0.76486 -2.51260
O -0.62567 -0.64631 -1.51772
C 1.55963 -0.50621 -2.35383
C 2.59853 -0.43708 -3.29826
C 3.83920 -0.02428 -2.85780
C 4.05811 0.35041 -1.52013
C 2.99906 0.25259 -0.64528
N 1.82262 -0.20943 -1.05456
C 2.95155 0.73995 0.79910
O 3.96269 1.13965 1.33051
O 1.75218 0.72081 1.30874
H -1.26243 -1.02590 -3.70373
H 2.41475 -0.67661 -4.33554
H 4.65310 0.04175 -3.56799
H 5.00788 0.72714 -1.17039
C -3.71396 0.60932 -0.70996
C -3.68904 -0.59165 -0.01181
C -3.11443 -0.65392 1.24980
C -2.59207 0.49802 1.83235
C -2.62650 1.69778 1.13314
C -3.17298 1.75218 -0.14283
H -4.16573 0.65579 -1.69254
H -4.13636 -1.47669 -0.44824
H -3.09505 -1.58636 1.79993
H -2.18865 0.46183 2.83513
H -2.23798 2.59717 1.59635
H -3.19046 2.68971 -0.68321
O 0.09178 1.99080 -0.48894
S 0.33492 3.18988 0.43479
C -0.65638 4.47145 -0.31089
C -1.05988 4.38107 -1.63418
C -1.83272 5.40003 -2.16576
C -2.19503 6.48689 -1.37759
C -1.79197 6.56033 -0.05256
C -1.01939 5.54323 0.49021
C 1.97605 3.74476 0.03740
C 2.43517 3.72118 -1.27283
C 3.73663 4.11083 -1.52530
C 4.56078 4.51357 -0.47703
C 4.09285 4.51921 0.82625
C 2.78849 4.12465 1.09188
H -0.78692 3.51261 -2.21914
H -2.15670 5.34738 -3.19644
H -2.80115 7.27750 -1.79906
H -2.08291 7.40154 0.56138
H -0.70191 5.58108 1.52578
H 1.78604 3.38636 -2.07267
H 4.11483 4.09930 -2.53889
H 5.58030 4.81198 -0.68150
H 4.74456 4.80354 1.64014
H 2.41738 4.07844 2.10779
C -0.46847 -5.59964 -0.85164
N -0.43806 -4.12846 -1.05094
C -1.74477 -3.52703 -0.66866
C 0.76088 -3.46825 -0.35390
C 0.48619 -3.07806 1.06673
C 0.54581 -4.08103 2.03989
C 0.28087 -3.79692 3.36692
C 0.00095 -2.48534 3.72485
C 0.00147 -1.48992 2.75949
C 0.22176 -1.73860 1.39631
H -1.30008 -6.02083 -1.41181
H -0.60465 -5.80159 0.20685
H 0.46650 -6.03555 -1.19441
H -0.30482 -3.95337 -2.04660
H -1.93485 -3.75201 0.37719
H -2.51997 -3.96668 -1.29401
H -1.69982 -2.45097 -0.80843
H 1.01221 -2.59486 -0.94881
H 1.57090 -4.19288 -0.43463
H 0.84117 -5.08878 1.76574
H 0.32975 -4.57594 4.11562
H -0.17557 -2.23500 4.76341
H -0.13234 -0.46582 3.09415
```

Output
Multiplicity = 4
Gap between HOMO and LUMO (alpha / beta) = 6.30 / 8.39 eV
E_LUMO (alpha / beta) = -0.095 / -0.106 hartree
<S²> = 3.78
Total charge = +1

---

Name the most stable of them. a.

---

--- a ---
# C3HF2NO

One molecule with the formula C3HF2NO (ωB97M-V/def2-TZVPD, the OMol25 dataset).

The geometry in XYZ format:
```
8
C3HF2NO, DFT ωB97M-V/def2-TZVPD
C -0.69487 0.62568 -0.19157
C 0.95528 -0.10270 0.90516
C -0.30896 -0.45330 -0.79409
H 1.65621 -0.21405 1.67779
N 0.08716 0.81319 0.92961
O 0.75058 -1.02211 -0.12517
F -1.67370 1.45856 -0.54767
F -0.77171 -1.10526 -1.85406
```

Output
Gap between HOMO and LUMO = 10.75 eV
SMILES string = Fc1ncoc1F
E_LUMO = 0.030 hartree

---

--- b ---
# C3HF2NO

One molecule with the formula C3HF2NO (ωB97M-V/def2-TZVPD, the OMol25 dataset).

The geometry in XYZ format:
```
8
C3HF2NO, DFT ωB97M-V/def2-TZVPD
C -1.02418 0.15347 -0.05087
C 0.76289 -1.01839 0.08764
C 0.10456 0.94874 -0.03567
H 1.41863 -1.84852 0.01336
N -0.46332 -1.14402 -0.02799
O 1.23918 0.25585 -0.03825
F -2.31790 0.37933 0.02348
F 0.28014 2.27355 0.02830
```

Output
Gap between HOMO and LUMO = 10.47 eV
SMILES string = Fc1ncoc1F
E_LUMO = 0.031 hartree

---

Name the most stable of them. a.